Computed, not measured: a gas-phase ion, C13H19NP (charge +1), with ωB97M-V with the def2-TZVPD basis set.

XYZ file:
```
34
C13H19NP | the OMol25 dataset | ωB97M-V with the def2-TZVPD basis set
C 0.2954 1.9338 1.1958
C 0.6841 1.3444 -0.0932
P -0.5795 0.9289 -1.1706
C -1.9624 2.1132 -1.2513
C -0.7347 -0.7807 -0.7319
N -1.5326 -1.2161 0.2443
C -1.1953 -2.4858 0.9935
C -2.8095 -0.6124 0.6553
C 0.6153 -1.3984 -1.1713
C 1.9292 -0.7199 -0.7541
C 3.0788 -1.4552 -0.7646
C 4.1697 -0.9210 -0.0666
C 4.2211 0.3493 0.4368
C 3.0753 1.1373 0.2200
C 1.9330 0.6040 -0.2520
H -0.7440 2.3427 1.3008
H 1.0026 2.6237 1.6612
H 0.3468 1.1652 1.9752
H -0.1716 0.7145 -2.4741
H -1.4251 2.9317 -1.8230
H -2.0895 2.4293 -0.1851
H -2.7191 1.7408 -1.8411
H -0.2146 -2.2318 1.6018
H -1.9125 -2.8027 1.7711
H -1.0238 -3.3399 0.4315
H -2.4435 -0.0116 1.4848
H -3.1474 -0.1707 -0.2912
H -3.3694 -1.3986 1.0460
H 0.6710 -1.3337 -2.2218
H 0.6312 -2.4068 -0.8226
H 3.2498 -2.5246 -1.1524
H 5.0725 -1.4932 -0.0590
H 5.1471 0.7275 0.8262
H 3.0036 2.0907 0.6678
```

Output
Calculated total energy in hartree: -902.49023
Relative energy (zero: lowest compared OMol25 entry of this formula, charge and spin) in kJ/mol: 24.2
Structure (SMILES): CC1=[P@H](C)C(=[N+](C)C)Cc2ccccc21
Gap between HOMO and LUMO (spin up / spin down) in eV: 6.5 / 6.5
Net charge: +1